This record from the Open Molecules 2025 dataset describes a structure of composition C40H59N14SbSi3Zr. The level of theory is ωB97M-V with the def2-TZVPD basis set.

Values from the calculation:
calculated total energy = -3482.07442 Ha
max |F| = 0.6 eV/Å
E_HOMO = -7.72 eV
relative energy (zero: lowest compared OMol25 entry of this formula, charge and spin) = 66.7 kJ/mol
total charge = 0

Last column: Löwdin charge in e.
Geometry (Å):
Zr 1.15715 0.50665 -0.65425  1.72
C 0.45554 2.53361 -3.55001  -0.08
N 1.01944 3.62235 -2.78529  -0.22
C 1.71720 4.58121 -3.61443  -0.09
C 0.19093 4.14586 -1.76509  -0.22
C -0.63515 5.24669 -2.01063  -0.02
C -1.45631 5.77949 -1.03465  -0.07
C -1.46718 5.20548 0.23011  -0.07
C -0.64202 4.12779 0.48922  -0.07
C 0.19633 3.58103 -0.48534  -0.24
N 1.10047 2.52861 -0.10559  -0.13
C 2.09546 2.95765 0.81027  -0.24
C 2.32541 4.31131 1.08989  -0.01
C 3.18395 4.71229 2.09575  -0.07
C 3.85898 3.77260 2.86112  -0.08
C 3.71101 2.43508 2.54239  -0.03
C 2.86944 2.02833 1.51644  -0.22
N 2.90143 0.62959 1.07142  -0.24
C 2.80370 -0.33316 2.20304  -0.07
C 4.25651 0.41296 0.46778  -0.05
H -0.29712 2.86913 -4.28219  0.10
H -0.04493 1.82375 -2.88975  0.04
H 1.25088 2.01019 -4.08611  0.08
H 1.08931 5.01221 -4.41016  0.08
H 2.56538 4.08050 -4.08535  0.07
H 2.10726 5.38936 -2.99742  0.10
H -0.63303 5.67752 -3.00384  0.11
H -2.08851 6.62842 -1.26084  0.10
H -2.09899 5.60210 1.01419  0.11
H -0.60634 3.72419 1.49271  0.11
H 1.80456 5.06046 0.51164  0.12
H 3.32219 5.76983 2.28050  0.11
H 4.51383 4.07416 3.66716  0.10
H 4.27704 1.69084 3.08798  0.11
H 3.76501 -0.41026 2.71551  0.09
H 2.55154 -1.31250 1.81076  0.05
H 2.05691 -0.00517 2.91605  0.07
H 5.00827 0.54507 1.24731  0.09
H 4.44214 1.13823 -0.31649  0.08
H 4.32592 -0.60085 0.08375  0.08
C -2.58939 -3.15133 -1.29341  -0.31
Sb -0.75236 -2.31812 -0.54452  1.47
C -0.91583 -0.17448 -1.41886  -0.57
C -0.90526 -0.57275 -2.87626  -0.52
C 0.26076 -0.88040 -3.58553  -0.08
C 0.20696 -1.21457 -4.92608  -0.05
C -1.02295 -1.24272 -5.56174  -0.06
C -2.13758 -0.92555 -4.80216  -0.12
N -2.08699 -0.61122 -3.51297  0.07
Si -2.59527 0.75044 -1.14471  0.45
C -2.72109 2.26423 -2.24647  -0.16
C -4.23735 -0.11073 -1.52590  -0.19
C -2.76505 1.44886 0.59462  -0.17
C -1.01630 -2.60232 1.68965  -0.53
C -0.50153 -1.37691 2.38287  -0.40
C -0.38013 -1.36961 3.78311  -0.07
C -0.17861 -0.19711 4.47435  -0.04
C -0.08064 0.98807 3.75796  -0.05
C -0.08660 0.90010 2.38612  -0.19
N -0.23838 -0.24259 1.68729  0.04
Si -2.81978 -2.95467 2.27383  0.47
C -3.37056 -4.68478 1.78782  -0.17
C -4.06808 -1.72344 1.63874  -0.17
C -3.03687 -2.84635 4.14067  -0.17
Si -0.01265 -4.19420 2.18117  0.44
C -0.08241 -5.42784 0.77597  -0.19
C -0.65892 -5.05952 3.72839  -0.19
C 1.76581 -3.87709 2.65145  -0.16
H -2.75419 -2.71975 -2.27867  0.00
H -3.45661 -2.96924 -0.66983  -0.02
H -2.42026 -4.22339 -1.39333  0.00
H 1.22796 -0.85259 -3.10905  0.04
H 1.12041 -1.44605 -5.45959  0.11
H -1.11955 -1.49710 -6.60790  0.10
H -3.12658 -0.92411 -5.25035  0.11
H -2.58023 2.02550 -3.30126  0.03
H -2.03990 3.06423 -1.96930  0.00
H -3.74003 2.64827 -2.13028  0.05
H -4.45500 0.05687 -2.58015  0.03
H -5.01667 0.37203 -0.92681  0.04
H -4.29816 -1.17795 -1.35397  -0.01
H -2.07819 2.27974 0.73959  -0.01
H -2.62425 0.74079 1.40059  0.00
H -3.77949 1.85165 0.67957  0.05
H -0.51266 -2.29796 4.31839  0.09
H -0.11940 -0.20267 5.55556  0.12
H 0.04580 1.94731 4.24009  0.12
H 0.04606 1.78703 1.79226  0.07
H -3.25275 -4.91008 0.73266  0.01
H -4.43717 -4.75691 2.02014  0.04
H -2.86185 -5.46794 2.35384  0.02
H -3.78096 -1.25798 0.70810  -0.02
H -4.22898 -0.92971 2.37129  0.04
H -5.02751 -2.22207 1.47461  0.05
H -2.39311 -3.49837 4.72750  0.01
H -4.07296 -3.13587 4.34465  0.05
H -2.91603 -1.82312 4.49954  0.03
H -1.09863 -5.62222 0.42839  0.02
H 0.33779 -6.37636 1.12041  0.04
H 0.52050 -5.09480 -0.07168  0.01
H -1.71484 -5.32663 3.73278  0.00
H -0.44824 -4.48701 4.63473  0.03
H -0.08626 -5.98858 3.80624  0.04
H 2.39374 -3.64197 1.80185  -0.01
H 2.14323 -4.79738 3.10734  0.04
H 1.86169 -3.08669 3.39991  0.03
N 3.48405 -0.89976 -3.17810  0.14
C 3.19018 -1.71570 -2.10175  -0.49
N 3.69418 -2.91114 -1.90502  0.07
N 3.17253 -3.29444 -0.71913  -0.03
N 2.40133 -2.38991 -0.25014  -0.12
N 2.36254 -1.34708 -1.11586  -0.16
C 3.55807 0.45844 -2.91900  -0.48
N 4.47129 1.24509 -3.42059  0.07
N 4.24685 2.44086 -2.80980  -0.03
N 3.26273 2.37388 -2.01060  -0.05
N 2.73643 1.09865 -2.06348  -0.12
H 4.23662 -1.24388 -3.75731  0.15

***

This record from the Open Molecules 2025 dataset describes a cluster of 3 separate species, C40H59O13P3 in total. The level of theory is ωB97M-V with the def2-TZVPD basis set.

Values from the calculation:
calculated total energy = -3562.03229 Ha
max |F| = 5.4 eV/Å
E_HOMO = -9.22 eV
total charge = 0
structure (SMILES) = CCOP(=O)(CCc1cccc2c1C(=O)c1cccc(Cc3cccc(C)c3)c1C2=O)OCC.CCOP(=O)(OCC)OCC.CCOP(=O)(OCC)OCC

Last column: Löwdin charge in e.
Geometry (Å):
C 7.40988 -3.20250 -3.77439  -0.07
C 6.38226 -3.54980 -2.71315  -0.29
O 6.96149 -4.53342 -1.82294  -0.20
P 5.91549 -5.36354 -0.92979  0.48
O 6.64383 -5.94430 0.20387  -0.27
C 4.57042 -4.27493 -0.40812  -0.18
C 3.32857 -4.23509 -1.35739  -0.15
C 2.09057 -4.71288 -0.64668  -0.14
C 2.11591 -5.92543 0.04129  -0.02
C 1.01526 -6.41772 0.71652  -0.04
C -0.16991 -5.69698 0.75903  0.00
C -0.21486 -4.49493 0.08051  -0.08
C 0.88703 -4.00801 -0.62980  -0.03
C 0.67598 -2.71059 -1.35050  -0.26
O 1.49600 -1.81740 -1.41175  0.11
C -0.68219 -2.56669 -1.96661  -0.10
C -0.82338 -1.99023 -3.21393  0.00
C -2.10146 -1.90843 -3.74882  -0.04
C -3.19224 -2.37476 -3.03652  -0.01
C -3.07069 -2.93655 -1.77014  -0.14
C -4.28913 -3.40191 -1.01323  -0.08
C -5.23065 -4.25226 -1.83861  -0.22
C -6.55848 -3.85790 -1.95328  -0.05
C -7.47609 -4.61229 -2.66463  -0.07
C -7.07161 -5.79178 -3.27545  -0.05
C -5.74555 -6.19139 -3.17335  -0.27
C -5.31847 -7.48391 -3.83008  -0.05
C -4.83132 -5.42859 -2.45976  0.00
C -1.78096 -3.04466 -1.24671  -0.04
C -1.46048 -3.65784 0.08230  -0.27
O -2.10937 -3.47542 1.08935  0.13
O 5.23987 -6.53670 -1.79811  -0.22
C 5.92300 -6.97334 -2.98913  -0.26
C 4.94400 -7.85014 -3.75993  -0.07
H 8.33266 -2.84061 -3.32562  0.08
H 7.61132 -4.06352 -4.41063  0.08
H 6.98436 -2.42259 -4.40881  0.08
H 6.09259 -2.64126 -2.18596  0.12
H 5.52892 -4.01181 -3.21916  0.11
H 4.98056 -3.26909 -0.31788  0.10
H 4.30030 -4.60234 0.59308  0.10
H 3.53188 -4.86313 -2.22654  0.10
H 3.24557 -3.21493 -1.71415  0.10
H 3.02550 -6.51558 0.04437  0.12
H 1.07436 -7.37137 1.22449  0.11
H -1.05291 -6.04933 1.27374  0.12
H 0.04180 -1.61548 -3.74341  0.12
H -2.24246 -1.46192 -4.72424  0.11
H -4.16425 -2.28515 -3.50767  0.13
H -4.04337 -3.93608 -0.09843  0.12
H -4.83079 -2.50912 -0.69016  0.11
H -6.89409 -2.94719 -1.47064  0.11
H -8.50449 -4.28328 -2.74022  0.10
H -7.80200 -6.38896 -3.80558  0.11
H -5.14400 -8.20821 -3.02650  0.08
H -4.36891 -7.38944 -4.35399  0.08
H -6.10584 -7.90928 -4.44660  0.07
H -3.79940 -5.75711 -2.38550  0.13
H 6.81346 -7.54726 -2.73301  0.13
H 6.18775 -6.12721 -3.62340  0.10
H 4.00186 -7.30789 -3.84171  0.08
H 4.74892 -8.74448 -3.16723  0.08
H 5.34279 -8.13242 -4.73147  0.08
C -3.86702 0.08743 1.05332  -0.07
C -4.30409 1.51171 0.75376  -0.27
O -3.28712 2.46927 1.05948  -0.19
P -1.99735 2.56511 0.09874  0.47
O -2.43471 2.97696 -1.24835  -0.22
O -1.29059 3.88501 0.72214  -0.20
C -1.03112 5.03661 -0.07646  -0.29
C -2.16041 6.04132 0.02835  -0.07
O -1.02535 1.57097 0.91592  -0.17
C -0.15778 0.68535 0.17208  -0.26
C 0.79025 1.42876 -0.74557  -0.07
H -3.10505 -0.24966 0.34385  0.06
H -4.71412 -0.59584 0.98003  0.07
H -3.43856 0.01515 2.05216  0.09
H -4.60441 1.61150 -0.29317  0.11
H -5.16352 1.77316 1.36983  0.12
H -0.84811 4.75842 -1.11416  0.10
H -0.10730 5.47813 0.30335  0.11
H -3.12934 5.57982 -0.15977  0.08
H -2.01896 6.85825 -0.68163  0.08
H -2.19626 6.45971 1.03640  0.06
H -0.77056 -0.01816 -0.39992  0.10
H 0.40376 0.11049 0.90623  0.12
H 0.24606 1.95133 -1.53886  0.07
H 1.48114 0.73031 -1.21498  0.06
H 1.35830 2.17904 -0.19433  0.09
C 0.54640 5.61067 4.44533  -0.07
C 1.18940 6.30842 5.63140  -0.27
O 1.78332 7.55934 5.27046  -0.19
P 0.82556 8.81048 4.94133  0.47
O 0.05741 9.15978 6.15053  -0.22
O 1.94044 9.97934 4.80870  -0.20
C 1.90398 11.13991 5.63776  -0.29
C 2.76879 10.96191 6.86899  -0.07
O 0.73606 8.61892 3.33901  -0.18
C -0.51599 8.87928 2.67005  -0.27
C -0.99695 10.30172 2.87790  -0.08
H -0.35651 6.13537 4.12177  0.06
H 0.26062 4.59190 4.70727  0.08
H 1.23023 5.58091 3.59748  0.08
H 0.46066 6.46176 6.43186  0.11
H 1.99423 5.69334 6.03161  0.12
H 0.87891 11.39008 5.91053  0.10
H 2.28535 11.96568 5.03423  0.11
H 2.53190 10.03300 7.38711  0.08
H 2.63353 11.79542 7.55988  0.08
H 3.82158 10.91343 6.58665  0.08
H -1.26577 8.16332 3.01778  0.11
H -0.34924 8.69138 1.61080  0.12
H -1.24235 10.48741 3.92764  0.07
H -1.89186 10.49184 2.28541  0.08
H -0.22226 11.01366 2.59281  0.09